P:
16
Properties=species:S:1:pos:R:3 method="wB97M-V/def2-TZVPD" homo_ev="-13.492 / -13.492" homo_lumo_gap_ev="9.662 / 3.720" spin_multiplicity=2 total_charge=+1
C -1.19 0.13 0.57
C -0.73 -1.29 0.68
C -0.08 -1.42 2.05
O 1.03 -0.63 2.10
O -0.32 -2.15 2.95
N -1.61 0.49 -0.81
H -0.36 0.87 0.70
H -2.05 0.43 1.26
H 0.02 -1.66 -0.05
H -1.60 -2.04 0.53
H 1.29 -0.46 3.02
H -2.64 0.44 -0.92
H -1.43 -0.20 -1.51
H 2.44 3.81 -4.87
H 2.58 2.83 -5.99
O 2.38 3.77 -5.83

=====

Q:
16
Properties=species:S:1:pos:R:3 method="wB97M-V/def2-TZVPD" homo_ev="-14.825 / -14.825" homo_lumo_gap_ev="10.255 / 4.900" spin_multiplicity=2 total_charge=+1
O -1.17 2.47 0.42
C -0.46 1.47 0.39
N 0.55 1.43 -0.56
C 1.43 0.33 -0.93
O 0.61 -0.80 -1.12
C -0.93 0.38 1.18
H 0.48 2.15 -1.23
H 2.13 0.16 -0.12
H 2.02 0.37 -1.78
H 0.00 -0.60 -1.79
H -0.79 -0.52 0.66
H -2.03 0.50 1.28
H -0.52 0.16 2.16
H -1.02 -2.49 1.03
H 0.03 -2.22 -0.08
O -0.33 -2.80 0.48

=====

R:
16
Properties=species:S:1:pos:R:3 method="wB97M-V/def2-TZVPD" homo_ev="-14.787 / -14.679" homo_lumo_gap_ev="11.320 / 5.902" spin_multiplicity=2 total_charge=+1
C 0.68 -0.10 -0.40
C -0.66 -0.77 -0.80
C -1.31 -1.10 0.54
O -0.78 -2.23 1.06
O -2.22 -0.51 1.05
N 1.49 0.11 -1.56
H 0.45 0.78 0.18
H 1.34 -0.68 0.27
H -1.18 -0.12 -1.49
H -0.56 -1.76 -1.23
H -1.43 -2.54 1.70
H 1.35 -0.62 -2.26
H 1.65 1.00 -2.03
H 2.48 4.20 0.23
H 0.96 4.05 0.18
O 1.77 3.55 0.23

=====

How do the structures above rank in stability at the extremes? R comes first and Q comes last.